A 6-piece molecular cluster, C3H14O7S overall at a distorted geometry, computed with wB97M-V/def2-TZVPD.

Each line ends with the Mulliken charge.
CARTESIAN COORDINATES (ANGSTROEM)
O -0.5161 -0.3184 -0.5931  -0.647
C 0.3664 0.3919 -0.0723  0.539
O 0.1975 1.6241 0.0083  -0.781
C 1.5074 -0.3563 0.5839  -0.523
C 1.3395 -0.2577 2.0832  -0.569
S 2.6995 -1.0890 2.8961  -0.777
H 2.4820 0.0115 0.1009  0.221
H 1.4590 -1.3592 0.1413  0.280
H 1.5917 0.8422 2.4611  0.036
H 0.4062 -0.5886 2.5442  0.286
H -0.3209 -2.8848 -2.0095  0.355
H 0.3884 -1.6995 -1.3682  0.428
O 0.5588 -2.5852 -1.8286  -0.773
H -1.2671 -2.8646 -0.5375  0.361
H -2.3598 -1.7477 -0.6754  0.341
O -1.9972 -2.6127 -1.1096  -0.734
H -2.4729 0.4189 0.4135  0.283
H -2.4232 1.8720 0.5243  0.288
O -2.9705 1.2420 0.3206  -0.628
H -1.9235 1.2067 -2.0748  0.360
H -0.9670 0.0811 -2.6222  0.364
O -1.3271 1.0354 -2.8707  -0.699
H 2.6038 3.4203 1.4502  0.296
H 1.2819 2.6962 1.0025  0.399
O 1.6631 3.5214 1.2320  -0.705

Energy: -1047.57868 Eh
HOMO: 0.203 eV
Charge: -2
Lowest unoccupied orbital energy: 5.451 eV